(1)
13
Properties=species:S:1:pos:R:3 method="wB97M-V/def2-TZVPD" e_tot_ha=-1102.1815 charge=+2 lumo_ev="-8.29 / -10.76" spin_multiplicity=2 orbital_gap_ev="9.7197 / 7.1380" relative_energy_kcal_mol=0.4
O -2.03 -0.73 1.57
C -1.35 -0.44 0.56
O -1.89 -0.28 -0.57
Ca -3.81 -0.92 0.34
O -0.04 -0.23 0.73
C 0.88 1.22 -0.58
C 1.06 -0.27 -0.43
H 1.23 1.68 -1.52
H -0.15 1.51 -0.79
H 0.70 -0.84 -1.31
H 2.04 1.23 -0.24
Li 1.27 -1.07 2.09
O 2.08 -0.86 0.16

=====

(2)
17
Properties=species:S:1:pos:R:3 method="wB97M-V/def2-TZVPD" smiles="C=CCOC(=C)C" e_tot_ha=-309.7813 lumo_ev=1.09 orbital_gap_ev=9.4223 relative_energy_kcal_mol=38.3
C 1.58 0.72 -1.60
C 0.27 0.39 -0.96
O 0.01 -0.95 -0.93
C -0.96 -1.39 0.02
C -0.95 -0.67 1.35
C 0.13 -0.45 2.10
C -0.56 1.30 -0.46
H 1.62 0.24 -2.59
H 2.44 0.38 -1.02
H 1.63 1.80 -1.75
H -1.58 1.04 -0.22
H -1.97 -1.33 -0.42
H -0.73 -2.45 0.19
H -1.90 -0.27 1.69
H 1.13 -0.74 1.76
H 0.07 0.10 3.03
H -0.22 2.28 -0.17

=====

(3)
66
Properties=species:S:1:pos:R:3 method="wB97M-V/def2-TZVPD" smiles=CO.CO.CO.CO.CO.CO.CO.CO.CO.CO.CO e_tot_ha=-1272.9556 lumo_ev=0.51 orbital_gap_ev=9.7574 relative_energy_kcal_mol=34.9
C 13.30 20.93 6.40
O 13.06 21.19 7.77
H 13.36 19.88 6.14
H 12.52 21.27 5.71
H 14.23 21.43 6.12
H 12.16 20.93 7.97
C 11.75 21.29 2.45
O 10.88 22.20 1.78
H 12.62 21.85 2.80
H 11.27 20.82 3.31
H 12.17 20.52 1.81
H 10.53 22.69 2.52
C 8.28 23.18 7.15
O 9.21 22.17 6.79
H 7.67 23.34 6.26
H 7.63 22.89 7.97
H 8.72 24.14 7.40
H 9.69 21.93 7.59
C 11.01 17.91 11.17
O 10.52 18.22 9.85
H 11.23 18.85 11.67
H 10.22 17.32 11.62
H 11.92 17.34 10.97
H 10.61 17.44 9.31
C 9.08 19.22 1.21
O 8.52 19.74 2.40
H 8.46 19.48 0.36
H 10.03 19.65 0.91
H 9.22 18.15 1.30
H 9.04 19.51 3.17
C 8.85 13.43 6.11
O 9.28 14.82 6.08
H 9.56 12.76 5.62
H 8.74 13.08 7.14
H 7.96 13.30 5.49
H 8.55 15.35 5.77
C 10.17 21.78 9.91
O 10.51 20.80 8.98
H 9.23 21.63 10.44
H 10.93 22.03 10.64
H 10.09 22.70 9.31
H 10.57 19.92 9.37
C 9.83 18.71 6.22
O 9.54 19.57 5.15
H 10.68 19.05 6.80
H 8.99 18.64 6.92
H 9.97 17.66 5.95
H 9.26 20.42 5.49
C 9.86 24.67 4.40
O 9.75 23.28 4.20
H 9.89 25.17 3.43
H 9.04 25.12 4.96
H 10.79 24.95 4.90
H 9.60 22.84 5.04
C 12.12 15.67 8.06
O 10.81 16.23 8.02
H 12.80 16.38 8.54
H 12.11 14.78 8.68
H 12.48 15.42 7.06
H 10.41 15.61 7.40
C 7.34 16.95 4.32
O 6.86 16.46 5.54
H 7.16 16.17 3.58
H 6.76 17.79 3.93
H 8.39 17.22 4.31
H 5.92 16.28 5.44

=====

(4)
83
Properties=species:S:1:pos:R:3 method="wB97M-V/def2-TZVPD" smiles=CC1(C)CCCC(C)(C)N1O.CC1(C)CCCC(C)(C)N1O.OCCO.OCCO.O e_tot_ha=-1505.4993 lumo_ev=0.29 orbital_gap_ev=8.3267 relative_energy_kcal_mol=0.0
O 0.19 1.32 0.04
H 0.82 0.66 0.35
H 0.71 1.91 -0.52
C -3.45 -2.00 -1.53
C -3.72 -0.50 -1.43
C -5.17 -0.28 -1.89
C -5.77 1.07 -1.53
C -5.51 1.46 -0.06
C -4.13 1.14 0.51
N -3.68 -0.17 0.01
O -2.45 -0.49 0.62
C -3.17 2.28 0.15
C -4.26 1.11 2.04
C -2.74 0.31 -2.29
H -3.99 -2.48 -2.34
H -3.69 -2.50 -0.59
H -2.38 -2.23 -1.63
H -5.16 -0.45 -2.98
H -5.82 -1.09 -1.55
H -6.84 1.03 -1.70
H -5.37 1.83 -2.20
H -6.35 1.11 0.56
H -5.66 2.54 -0.04
H -3.31 2.71 -0.84
H -3.41 3.14 0.80
H -2.12 2.06 0.35
H -3.32 1.38 2.52
H -5.09 1.73 2.36
H -4.55 0.11 2.39
H -2.56 -0.22 -3.23
H -1.79 0.44 -1.78
H -3.18 1.26 -2.58
H -1.80 0.19 0.34
C 0.45 -1.56 -2.27
C 1.32 -2.25 -1.21
C 2.57 -1.35 -1.07
C 3.28 -1.50 0.27
C 2.29 -1.32 1.40
C 1.17 -2.36 1.36
N 0.56 -2.32 0.02
O -0.56 -3.16 -0.06
C 1.71 -3.75 1.70
C 0.13 -1.96 2.39
C 1.83 -3.61 -1.73
H -0.48 -2.09 -2.45
H 1.03 -1.40 -3.18
H 0.26 -0.54 -1.93
H 3.31 -1.49 -1.86
H 2.24 -0.31 -1.18
H 4.10 -0.78 0.36
H 3.84 -2.44 0.35
H 1.82 -0.33 1.37
H 2.82 -1.43 2.35
H 0.90 -4.48 1.72
H 2.35 -4.19 0.93
H 2.25 -3.74 2.65
H 0.59 -1.65 3.33
H -0.46 -1.10 2.06
H -0.61 -2.75 2.58
H 2.81 -3.87 -1.34
H 1.83 -3.65 -2.82
H 1.19 -4.46 -1.45
H -1.26 -2.54 0.21
C 4.34 1.90 -1.15
C 5.36 3.01 -1.18
O 6.58 2.59 -1.81
O 3.02 2.43 -1.06
H 4.52 1.21 -0.33
H 4.40 1.27 -2.05
H 5.51 3.40 -0.17
H 4.97 3.82 -1.81
H 6.94 3.32 -2.30
H 2.76 2.75 -1.93
C 2.94 2.82 2.16
C 1.90 2.54 3.25
O 2.08 1.27 3.86
O 4.24 3.02 2.71
H 2.71 3.67 1.53
H 2.94 1.93 1.52
H 0.90 2.46 2.82
H 1.85 3.36 3.97
H 2.98 1.01 4.04
H 4.51 2.21 3.14

=====

(5)
14
Properties=species:S:1:pos:R:3 method="wB97M-V/def2-TZVPD" smiles="C=CC=O.CO" e_tot_ha=-307.6336 lumo_ev=0.33 orbital_gap_ev=10.2593 relative_energy_kcal_mol=49.5
C 1.84 0.38 -1.29
O 1.38 0.23 0.04
C -0.89 -0.47 2.18
C -1.51 -0.60 1.01
C -1.49 0.50 0.01
O -1.91 0.38 -1.12
H 1.03 0.30 -2.02
H 2.62 -0.36 -1.54
H 2.29 1.37 -1.36
H -0.36 0.45 2.42
H -0.88 -1.26 2.92
H -2.04 -1.51 0.72
H 1.01 -0.66 0.13
H -1.05 1.45 0.37

=====

(6)
98
Properties=species:S:1:pos:R:3 method="wB97M-V/def2-TZVPD" e_tot_ha=-3445.4936 lumo_ev=0.17 orbital_gap_ev=6.5677 relative_energy_kcal_mol=0.0
Rh -0.16 0.14 0.12
C -3.86 0.26 -0.81
Si -2.18 1.09 -0.60
C -1.79 1.96 -2.27
C -2.61 2.95 -2.82
C -2.23 3.63 -3.97
C -1.02 3.32 -4.59
C -0.21 2.32 -4.08
C -0.61 1.66 -2.93
P 0.15 0.16 -2.20
C 1.82 0.03 -2.89
C 2.36 -1.21 -3.20
C 3.66 -1.31 -3.67
C 4.43 -0.17 -3.83
C 3.89 1.08 -3.52
C 2.59 1.18 -3.04
C -0.78 -1.04 -3.25
C -0.50 -1.10 -4.61
C -1.28 -1.87 -5.46
C -2.36 -2.59 -4.96
C -2.65 -2.52 -3.61
C -1.87 -1.75 -2.75
C -2.48 2.67 0.38
C -3.72 3.31 0.53
C -3.78 4.59 1.06
C -2.62 5.25 1.44
C -1.40 4.62 1.32
C -1.34 3.33 0.79
P 0.21 2.36 0.79
C 0.67 2.71 2.53
C -0.20 2.23 3.51
C 0.02 2.51 4.84
C 1.11 3.29 5.22
C 1.97 3.78 4.25
C 1.75 3.49 2.91
C 1.39 3.35 -0.18
C 0.93 4.24 -1.15
C 1.84 4.97 -1.91
C 3.20 4.83 -1.70
C 3.66 3.94 -0.74
C 2.76 3.18 -0.01
H -4.49 0.94 -1.38
H -4.33 0.06 0.15
H -3.80 -0.68 -1.36
H -3.54 3.23 -2.33
H -2.86 4.41 -4.37
H -0.72 3.86 -5.49
H 0.72 2.07 -4.58
H 1.76 -2.11 -3.06
H 4.07 -2.28 -3.90
H 5.44 -0.24 -4.21
H 4.49 1.97 -3.64
H 2.18 2.15 -2.81
H 0.32 -0.53 -5.02
H -1.04 -1.91 -6.51
H -2.96 -3.19 -5.62
H -3.49 -3.07 -3.20
H -2.09 -1.73 -1.70
H -4.63 2.81 0.23
H -4.74 5.07 1.18
H -2.67 6.25 1.85
H -0.49 5.11 1.65
H -1.05 1.61 3.23
H -0.65 2.11 5.59
H 1.29 3.50 6.26
H 2.82 4.39 4.54
H 2.42 3.91 2.17
H -0.13 4.37 -1.31
H 1.47 5.66 -2.66
H 3.90 5.42 -2.27
H 4.73 3.81 -0.58
H 3.13 2.47 0.72
S -0.23 -2.33 -0.06
C 1.48 -2.22 0.08
C 2.34 -3.30 0.31
C 3.70 -3.08 0.33
C 4.19 -1.79 0.13
C 3.29 -0.77 -0.06
N 1.97 -0.98 -0.08
H 1.92 -4.29 0.47
H 4.38 -3.90 0.51
H 5.26 -1.58 0.12
H 3.61 0.25 -0.23
C -2.73 -0.94 2.07
C -1.42 -0.78 2.76
C -1.15 -1.03 4.09
C 0.21 -0.73 4.30
C 0.71 -0.29 3.09
C 2.12 0.17 2.86
N -0.28 -0.33 2.13
H -3.37 -1.61 2.64
H -2.59 -1.37 1.07
H -3.26 0.01 1.96
H -1.86 -1.41 4.81
H 0.77 -0.81 5.22
H 2.48 0.72 3.72
H 2.19 0.82 1.99
H 2.80 -0.67 2.69